Record 1
DFT (wB97M-V/def2-TZVPD) results for a structure of composition C20H50CaNO2P2Si4Te in a non-equilibrium geometry.

The geometry in XYZ format:
```
81
Properties=species:S:1:pos:R:3:forces:R:3
Ca -0.54428 -1.03309 1.04424 0.495 2.518 0.545
P 2.00953 -2.04427 0.76034 0.796 -0.417 -0.523
C 1.67983 -3.26752 -0.58454 -0.973 -0.171 0.696
C 0.46142 -3.04853 -1.46963 -0.288 -0.125 0.071
N -0.54608 -2.21746 -1.09731 0.122 -0.200 -0.393
C -1.63471 -2.11430 -1.90359 -0.129 -0.110 0.084
C -1.78423 -2.90561 -3.03663 0.109 0.089 -0.181
C -0.75144 -3.75001 -3.42660 0.030 0.052 0.260
C 0.38709 -3.80765 -2.63226 0.070 0.055 -0.119
C -2.76104 -1.14945 -1.55923 -0.322 -0.229 -0.184
P -2.25617 0.39832 -0.69822 -0.290 0.274 -0.273
H 1.23473 -4.44699 -2.87760 -0.296 0.125 -0.062
H -2.71183 -2.82972 -3.60331 0.330 -0.029 0.050
H -0.83227 -4.35637 -4.32478 -0.008 0.091 0.154
H -3.26713 -0.83189 -2.48522 0.050 -0.425 0.206
H -3.51620 -1.65658 -0.92893 0.244 0.101 -0.237
H 2.55717 -3.32671 -1.18529 0.705 -0.142 -0.657
H 1.58645 -4.25007 -0.08501 -0.124 0.315 -0.272
H 1.35984 0.75603 -3.89063 0.098 -0.300 -0.696
O 1.32187 1.15370 -3.02937 0.324 0.531 0.466
H 1.45698 2.10028 -3.19050 0.000 -0.288 0.110
H 0.87974 3.75448 1.31407 -0.296 -0.224 -0.159
O 0.47145 1.30343 1.00156 0.808 -3.359 -0.911
H 0.87071 1.47949 0.12490 -0.107 -0.184 0.434
C -1.59104 1.31468 -2.13004 0.387 0.035 0.023
H -2.26568 1.19225 -2.98995 0.092 0.067 0.230
H -1.52827 2.37895 -1.86633 0.010 -0.249 -0.038
H -0.57854 0.97533 -2.40453 -0.552 0.146 0.200
C -3.87687 1.22936 -0.52681 -0.146 -0.137 0.223
H -3.70517 2.22540 -0.09661 -0.058 -0.259 -0.117
H -4.37996 1.32933 -1.49999 0.148 -0.033 0.269
H -4.51433 0.65658 0.16040 0.071 0.217 -0.160
C 3.08116 -3.06127 1.83863 -0.034 -0.017 0.506
H 4.13825 -2.95573 1.55719 -0.348 -0.122 0.096
H 2.94820 -2.71587 2.87357 0.218 -0.193 -0.228
H 2.78083 -4.11692 1.78308 0.135 0.306 0.107
C 3.24658 -0.98327 -0.07288 -0.052 0.473 0.128
H 3.38858 -0.07681 0.53260 0.021 -0.207 -0.234
H 4.20030 -1.52443 -0.15365 -0.302 0.145 -0.082
H 2.89244 -0.68187 -1.06926 0.050 -0.019 0.307
C -3.61490 4.00365 4.37478 -0.258 -0.144 0.122
Si -2.47631 2.63850 4.99387 0.415 0.412 -0.291
C -2.28532 2.73540 6.86675 -0.268 -0.114 0.043
C -3.21210 0.97058 4.51957 -0.318 -0.184 0.077
Si -0.39804 2.92167 3.94792 -0.049 0.053 -0.143
Te -0.74247 3.35903 1.46193 -1.003 1.694 0.878
Si 0.57913 4.94831 4.62761 -0.161 -0.178 -0.107
C 0.54267 5.11728 6.50279 0.157 0.207 0.082
C 2.36275 4.94282 4.02058 0.101 0.222 0.092
C -0.34031 6.40127 3.85996 0.098 0.128 0.049
Si 1.02131 1.12934 4.51203 0.167 1.091 -0.362
C 1.51329 1.43129 6.31167 0.088 -0.411 0.041
C 0.17971 -0.55485 4.34828 -0.105 -0.466 0.055
C 2.55531 1.15157 3.42376 0.181 -0.184 -0.015
H -4.65026 3.71334 4.60888 0.134 0.216 -0.060
H -3.53574 4.14648 3.28907 0.015 -0.022 0.221
H -3.40639 4.96385 4.86501 -0.020 -0.208 -0.134
H -3.26887 2.51257 7.30822 0.230 0.050 0.037
H -1.56885 2.00040 7.25692 -0.171 0.154 -0.093
H -1.98172 3.73170 7.21154 -0.062 -0.252 -0.140
H -3.00494 0.70377 3.47373 -0.031 0.120 0.146
H -2.84539 0.16405 5.16837 -0.073 0.137 -0.129
H -4.30448 1.03238 4.63781 0.210 -0.160 -0.021
H 0.95127 4.24326 7.02546 -0.090 0.179 -0.125
H 1.16168 5.98869 6.76550 -0.152 -0.174 0.081
H -0.47219 5.30195 6.87801 0.233 -0.013 -0.105
H 2.46214 4.52745 3.01097 -0.041 0.088 0.155
H 2.71183 5.98642 3.99809 0.072 -0.268 -0.013
H 3.01939 4.37630 4.69475 -0.123 0.103 -0.139
H -0.49503 6.27386 2.78073 0.053 -0.017 0.286
H -1.32010 6.55489 4.33221 0.190 -0.044 -0.107
H 0.26197 7.30911 4.01957 -0.190 -0.135 -0.018
H 0.65325 1.60150 6.97375 0.213 -0.051 -0.174
H 2.04339 0.53282 6.66422 -0.058 0.242 0.104
H 2.19941 2.28444 6.40795 -0.199 -0.201 -0.098
H 0.75742 -1.23020 3.69194 -0.105 0.130 0.117
H 0.16107 -1.02142 5.34481 -0.101 -0.057 -0.300
H -0.86619 -0.48639 4.01216 0.170 0.011 0.037
H 2.27299 1.26945 2.36597 -0.058 -0.020 0.344
H 3.23927 1.96389 3.70597 -0.155 -0.193 -0.033
H 3.09056 0.19663 3.53947 0.075 0.158 -0.003
```
Positions in Å, forces in eV/Å.

The frontier orbital gap is 4.42 eV. The lowest unoccupied orbital energy is -3.26 eV. As for the charge: +1. As for the multiplicity: 1. The value obtained for the HOMO energy is -7.7 eV. Its energy above the lowest of the compared OMol25 structures with the same formula, charge and spin is 0.0 kcal/mol.


Record 2
DFT (wB97M-V/def2-TZVPD) results for a structure of composition C20H50N2NiO4Si2 in a non-equilibrium geometry.

The geometry in XYZ format:
```
79
Properties=species:S:1:pos:R:3:forces:R:3
O -0.42085 -1.13384 -1.72368 0.097 -0.816 -1.278
O 0.85563 0.94461 -3.18653 -0.204 -0.146 0.270
C 0.35834 -2.38894 -2.18341 -0.853 0.811 0.402
C -0.38607 -3.52405 -1.54063 -0.141 -0.441 0.124
H 1.38323 -2.24202 -1.83437 -0.300 0.087 0.091
H 0.32169 -2.38466 -3.27490 0.226 0.004 0.345
H -0.48113 -3.36434 -0.45902 0.034 0.034 -0.296
H 0.11743 -4.48398 -1.68136 0.147 0.177 -0.128
H -1.38280 -3.62865 -1.98959 0.150 0.074 0.194
C -1.67464 -0.74671 -2.46638 0.239 -0.437 0.675
C -1.59044 -1.03568 -3.93619 0.080 0.189 -0.421
H -1.82643 0.31117 -2.23906 0.206 -0.162 0.006
H -2.46110 -1.31685 -1.96367 0.237 0.073 -0.043
H -0.88910 -0.33317 -4.40294 -0.136 -0.333 -0.028
H -2.58549 -0.89283 -4.37763 0.199 0.029 0.137
H -1.28985 -2.07081 -4.15251 -0.281 0.374 0.039
C 0.38457 2.28600 -3.02494 0.318 -0.250 -0.007
C 2.13411 0.70537 -3.76481 -0.203 0.299 0.072
C -0.64559 2.61461 -4.07998 -0.118 0.247 -0.285
H 1.22248 2.99854 -3.06020 -0.102 -0.172 0.057
H -0.06978 2.34184 -2.02157 0.208 0.025 -0.238
H -0.19977 2.58903 -5.08371 -0.201 -0.051 0.245
H -1.03205 3.62371 -3.91035 -0.038 -0.076 -0.036
H -1.49183 1.91564 -4.04450 0.213 0.162 -0.030
C 2.13194 0.86843 -5.27166 0.162 -0.018 -0.219
H 2.37821 -0.33069 -3.49722 0.024 0.229 0.010
H 2.88802 1.36589 -3.31108 -0.124 -0.137 0.029
H 1.38607 0.21569 -5.74602 0.108 0.223 0.139
H 3.11596 0.57614 -5.64962 -0.063 0.058 -0.066
H 1.95636 1.91010 -5.57275 -0.008 -0.284 0.073
H 0.20057 -0.40060 -1.43953 -0.112 0.081 -0.054
Ni -0.00086 -0.13532 1.51986 -0.075 0.362 1.315
C 1.27443 0.15475 0.08314 1.112 0.272 -0.843
Si 3.04436 0.52253 0.61785 -0.900 -0.378 -0.100
H 1.29210 -0.84081 -0.39623 0.343 0.349 0.265
H 0.91626 0.95810 -0.59151 0.266 -0.317 -0.069
C 4.24684 -0.60486 -0.27856 0.263 -0.044 -0.073
C 3.42298 0.29389 2.43457 -0.029 -0.128 0.030
C 3.42752 2.30857 0.23983 0.211 0.260 -0.049
C -1.71618 -1.05583 1.25214 -0.488 0.077 0.241
Si -3.16509 0.14250 1.21022 1.105 -1.821 0.392
H -1.79382 -1.69395 2.15522 -0.246 0.229 -0.375
H -1.58193 -1.73601 0.40076 -0.294 0.209 0.033
C -4.43668 -0.70280 0.09906 -0.605 0.250 -0.055
C -2.73859 1.88253 0.63379 -0.150 0.402 -0.301
C -3.80514 0.19181 2.97027 -0.312 0.177 0.100
H 2.90181 2.67730 -0.64572 0.089 -0.002 0.018
H 4.50734 2.40731 0.07879 -0.109 0.194 0.017
H 3.14775 2.93389 1.09558 0.053 -0.005 -0.163
H 4.04595 -1.66229 -0.06389 -0.004 0.168 0.032
H 5.25879 -0.37548 0.08457 -0.093 -0.147 -0.189
H 4.22622 -0.47074 -1.36576 0.038 0.022 0.067
H 3.10771 -0.69219 2.79775 0.123 0.188 -0.059
H 2.93289 1.06555 3.03715 0.031 -0.102 0.014
H 4.51043 0.39031 2.54959 -0.128 -0.002 0.158
H -3.31762 2.14026 -0.26430 0.103 0.089 0.129
H -1.67380 2.00148 0.38599 -0.166 -0.115 0.059
H -2.98446 2.61937 1.41172 0.018 -0.151 -0.198
H -4.74888 0.74574 3.02452 0.022 -0.020 0.140
H -3.08890 0.66837 3.65004 -0.117 -0.043 -0.227
H -3.98371 -0.82833 3.32986 -0.019 0.124 -0.106
H -5.44730 -0.33380 0.31438 -0.010 -0.068 -0.215
H -4.43076 -1.78506 0.29410 0.072 0.306 0.057
H -4.25035 -0.56331 -0.97375 -0.058 0.070 0.151
C -0.85301 0.60247 5.72888 -0.092 0.311 0.488
C -0.32250 0.13455 4.41780 0.040 0.974 -2.289
N -0.38332 0.83960 3.27825 -0.925 0.644 2.371
O -1.09087 2.06646 3.52128 0.196 0.280 -0.837
C 0.30256 -1.11933 4.23671 0.539 -0.845 -2.168
C 0.65643 -2.07844 5.30199 0.132 -0.250 0.629
N 0.59610 -1.36848 2.91957 0.612 -1.351 1.836
O 1.21093 -2.44852 2.60759 -0.557 0.862 0.395
H -1.22948 1.62884 5.67594 0.136 -0.349 -0.029
H -0.06464 0.56076 6.49308 -0.131 -0.012 -0.209
H -1.66572 -0.04753 6.08665 0.216 0.090 -0.232
H -0.92805 2.61894 2.73139 0.026 -0.628 0.491
H 0.26632 -3.08364 5.10903 0.114 0.118 -0.144
H 1.74548 -2.16305 5.42276 -0.155 -0.087 -0.121
H 0.25273 -1.75502 6.26783 0.043 -0.019 -0.157
```
Positions in Å, forces in eV/Å.

Its expectation value of S² is 2.036. The frontier orbital gap (spin up / spin down) is 6.47 / 6.79 eV. The lowest unoccupied orbital energy (spin up / spin down) is 0.20 / 0.20 eV. As for the multiplicity: 3. The value obtained for the HOMO energy (spin up / spin down) is -6.3 / -6.6 eV. Its energy above the lowest of the compared OMol25 structures with the same formula, charge and spin is 0.0 kcal/mol.


Which of these has the highest multiplicity?
C20H50N2NiO4Si2